Entry from the Open Molecules 2025 dataset: 12 unconnected molecules or ions with the total composition C48H118N2O12 in a non-equilibrium geometry (ωB97M-V/def2-TZVPD).

```
! RIJCOSX wB97M-V def2-TZVPD def2/J DEFGRID3
* xyz 0 1
C 10.939 15.355 11.354
C 11.512 16.624 12.112
C 10.902 16.462 13.521
C 13.023 16.483 12.156
C 13.702 16.687 10.782
C 13.262 18.117 10.212
C 11.749 18.280 10.157
C 11.468 19.800 10.005
C 11.118 17.521 8.946
N 11.163 17.855 11.441
O 9.766 18.206 11.478
H 10.884 14.438 12.111
H 9.948 15.625 10.946
H 11.505 15.068 10.495
H 11.111 17.217 14.273
H 9.810 16.369 13.509
H 11.309 15.555 13.945
H 13.404 17.273 12.907
H 13.366 15.540 12.537
H 14.792 16.729 10.779
H 13.307 15.930 10.069
H 13.695 18.088 9.222
H 13.734 18.936 10.808
H 11.837 20.387 10.907
H 10.444 19.904 9.694
H 12.091 20.122 9.175
H 10.087 17.602 8.828
H 11.401 16.462 8.820
H 11.503 18.058 8.028
H 9.365 17.651 10.809
C 15.181 8.946 11.567
C 15.182 10.280 12.235
C 13.687 10.826 12.013
C 15.418 10.022 13.735
C 15.722 11.198 14.588
C 16.950 11.950 14.009
C 16.750 12.364 12.472
C 15.791 13.569 12.290
C 18.166 12.700 11.878
N 16.340 11.107 11.739
O 15.917 11.498 10.415
H 16.165 8.451 11.556
H 14.556 8.226 12.118
H 14.897 9.149 10.530
H 13.619 11.909 12.350
H 13.382 10.672 10.996
H 13.122 10.244 12.724
H 14.711 9.305 14.053
H 16.372 9.392 13.693
H 14.855 11.841 14.675
H 15.899 10.916 15.695
H 17.791 11.244 14.002
H 17.245 12.852 14.596
H 16.339 14.466 12.526
H 14.929 13.542 12.930
H 15.464 13.585 11.239
H 18.028 13.044 10.857
H 18.769 11.756 11.991
H 18.550 13.537 12.499
H 16.785 11.345 10.026
C 9.719 16.394 20.087
C 10.369 15.955 18.806
C 10.226 16.962 17.695
O 11.809 15.700 18.996
H 9.780 15.590 20.835
H 8.728 16.813 20.063
H 10.321 17.230 20.497
H 9.998 15.024 18.399
H 11.106 16.690 17.013
H 10.442 17.972 18.111
H 9.355 17.043 17.123
H 12.177 16.307 19.618
C 12.984 11.908 18.728
C 11.657 12.279 18.407
C 10.646 12.705 19.511
O 11.655 13.401 17.469
H 13.441 12.848 19.015
H 13.527 11.593 17.824
H 13.091 11.166 19.518
H 11.204 11.485 17.903
H 10.755 11.999 20.344
H 9.557 12.763 19.225
H 10.930 13.710 19.909
H 11.867 14.215 17.929
C 17.313 20.627 12.378
C 16.477 19.386 12.390
C 17.329 18.099 12.059
O 15.837 19.180 13.662
H 16.712 21.549 12.169
H 17.977 20.534 11.535
H 17.883 20.701 13.335
H 15.738 19.418 11.607
H 16.693 17.170 12.116
H 18.120 18.003 12.812
H 17.909 18.236 11.157
H 15.060 19.762 13.792
C 10.677 11.092 14.848
C 10.462 12.488 14.343
C 9.139 13.023 14.808
O 11.482 13.319 14.690
H 11.026 11.037 15.876
H 11.491 10.553 14.351
H 9.891 10.340 14.624
H 10.465 12.449 13.227
H 9.080 14.089 14.683
H 9.121 12.960 15.898
H 8.209 12.584 14.469
H 11.624 13.311 15.616
C 19.432 19.938 16.532
C 18.271 19.000 16.508
C 17.128 19.633 17.308
O 18.012 18.657 15.182
H 19.181 20.941 16.045
H 20.322 19.580 16.019
H 19.645 20.233 17.537
H 18.643 18.075 16.941
H 16.233 19.012 17.286
H 16.861 20.626 16.926
H 17.500 19.711 18.336
H 17.042 18.789 14.951
C 12.629 20.632 16.033
C 12.267 20.265 14.567
C 10.886 20.588 14.063
O 13.332 20.809 13.757
H 12.345 21.669 16.229
H 13.713 20.627 16.113
H 12.154 20.028 16.759
H 12.326 19.218 14.517
H 10.691 21.635 14.069
H 10.110 20.180 14.719
H 10.845 20.178 13.070
H 13.083 20.944 12.826
C 14.530 19.230 21.769
C 13.614 18.942 20.554
C 14.139 19.764 19.348
O 13.433 17.556 20.301
H 14.318 18.446 22.526
H 14.528 20.217 22.213
H 15.575 19.057 21.325
H 12.627 19.342 20.900
H 13.552 19.574 18.498
H 15.220 19.468 19.188
H 14.215 20.750 19.660
H 14.284 17.262 19.909
C 19.703 15.940 15.686
C 19.608 14.515 16.304
C 20.691 14.163 17.328
O 18.337 14.356 16.906
H 20.058 16.663 16.437
H 18.827 16.259 15.179
H 20.429 15.871 14.907
H 19.619 13.678 15.555
H 20.419 13.244 17.795
H 20.773 14.857 18.190
H 21.626 13.951 16.747
H 18.437 13.594 17.519
C 15.903 14.504 20.033
C 16.610 15.851 20.502
C 18.074 15.508 20.447
O 16.151 16.950 19.764
H 16.256 13.630 20.679
H 16.298 14.279 19.049
H 14.819 14.626 19.973
H 16.290 16.039 21.542
H 18.527 16.492 20.579
H 18.381 15.043 19.527
H 18.335 14.862 21.276
H 16.420 16.897 18.791
C 13.998 17.102 16.168
C 14.818 15.871 16.761
C 14.888 14.687 15.861
O 16.149 16.355 17.076
H 14.617 17.418 15.271
H 13.985 17.970 16.842
H 12.994 16.859 15.772
H 14.419 15.565 17.715
H 13.815 14.525 15.511
H 15.142 13.784 16.394
H 15.589 14.848 15.052
H 16.800 15.682 16.923
*
```

Results
Orbital gap, eV: 8.81
Electronic energy, eV: -79235.24565
HOMO level, eV: -8.3
Relative energy (zero: lowest compared OMol25 entry of this formula, charge and spin), kcal/mol: 83.67